one.
This record from the OMol25 dataset describes one molecule with the formula C4H6N2O. The level of theory is ωB97M-V with the def2-TZVPD basis set.

```
13
C4H6N2O ωB97M-V with the def2-TZVPD basis set
O -1.83 1.57 1.72
N -0.97 0.99 0.77
N 0.84 0.07 -0.91
C -0.13 1.82 0.26
C 0.34 -1.01 -1.02
C 0.47 -2.36 -0.48
C 0.82 1.34 -0.69
H -0.49 -2.61 -0.04
H -2.40 0.85 1.99
H 1.24 -2.42 0.30
H 1.55 1.97 -1.17
H 0.69 -3.07 -1.27
H -0.13 2.87 0.54
```

Output
LUMO = 0.02062 Eh

=====

two.
This record from the OMol25 dataset describes one molecule with the formula C4H6N2O. The level of theory is ωB97M-V with the def2-TZVPD basis set.

```
13
C4H6N2O ωB97M-V with the def2-TZVPD basis set
O 1.27 -0.62 0.33
N -1.76 1.15 0.76
N -0.11 1.04 -0.88
C 0.40 0.45 0.36
C 1.03 -1.64 -0.62
C -1.25 1.51 -0.53
C -0.83 0.42 1.25
H 1.84 -2.36 -0.49
H 1.05 -1.23 -1.63
H 0.07 -2.15 -0.45
H -0.90 -0.05 2.22
H -1.82 2.23 -1.12
H 1.00 1.27 0.80
```

Output
SMILES = CO[C@@H]1C=NC=N1
LUMO = 0.00721 Eh

=====

three.
This record from the OMol25 dataset describes one molecule with the formula C4H6N2O. The level of theory is ωB97M-V with the def2-TZVPD basis set.

```
13
C4H6N2O ωB97M-V with the def2-TZVPD basis set
O -2.58 0.63 0.80
N 0.12 -0.56 -1.22
N -0.21 0.48 0.76
C -1.24 -0.30 -1.07
C 2.16 -0.26 0.13
C -1.46 0.25 0.14
C 0.70 -0.09 -0.16
H -2.94 -0.17 1.20
H 2.35 -1.25 0.57
H -1.96 -0.52 -1.83
H 2.72 -0.21 -0.80
H -0.26 1.50 0.68
H 2.55 0.49 0.83
```

Output
SMILES = Cc1ncc(O)[nH]1
LUMO = 0.02492 Eh

=====

Quick ranking, most stable first: three, two, one.

=====

one.
This record from the OMol25 dataset describes C2H5BrSi as an isolated structure. The level of theory is ωB97M-V with the def2-TZVPD basis set.

```
9
C2H5BrSi ωB97M-V with the def2-TZVPD basis set
Br -2.68 0.35 0.02
Si 0.61 1.31 0.02
C -0.18 -0.40 0.06
C -0.19 -1.69 0.02
H 0.23 2.12 -1.07
H 0.79 -2.20 -0.01
H -1.06 -2.15 -0.09
H 1.88 0.72 -0.25
H 0.59 1.94 1.30
```

Output
LUMO = -0.03698 Eh

=====

two.
This record from the OMol25 dataset describes one molecule with the formula C2H5BrSi. The level of theory is ωB97M-V with the def2-TZVPD basis set.

```
9
C2H5BrSi ωB97M-V with the def2-TZVPD basis set
Br -2.97 -0.06 0.07
Si -0.95 0.78 -0.10
C 1.53 -0.62 0.28
C 0.31 -0.64 -0.23
H 1.84 0.31 0.72
H -0.77 1.48 -1.50
H -1.21 1.70 1.04
H 2.32 -1.33 0.31
H -0.10 -1.61 -0.59
```

Output
SMILES = C=C[SiH2]Br
LUMO = 0.03147 Eh

=====

Quick ranking, most stable first: two, one.

=====

one.
This record from the OMol25 dataset describes a 2-piece molecular cluster, C4H8O2 overall. The level of theory is ωB97M-V with the def2-TZVPD basis set.

```
14
C4H8O2 ωB97M-V with the def2-TZVPD basis set
O 1.51 1.20 0.57
O -1.74 -1.68 0.27
C 2.55 -0.29 -0.99
C -2.31 -0.49 0.69
C -2.52 0.53 -0.13
C 2.52 0.84 -0.27
H 1.65 -0.73 -1.41
H 3.50 1.20 -0.02
H -2.72 1.51 0.27
H -2.54 -0.53 1.75
H 3.54 -0.58 -1.31
H -2.32 0.40 -1.19
H -2.04 -1.73 -0.65
H 0.78 0.63 0.26
```

Output
SMILES = C=CO.C=CO
LUMO = 0.03016 Eh

=====

two.
This record from the OMol25 dataset describes one molecule with the formula C4H8O2. The level of theory is ωB97M-V with the def2-TZVPD basis set.

```
14
C4H8O2 ωB97M-V with the def2-TZVPD basis set
O 2.24 -0.18 0.26
O -0.54 0.61 0.80
C 1.31 -0.82 -0.60
C 0.12 -0.12 -1.10
C -1.70 -0.22 0.70
C -0.06 1.20 -0.43
H 0.86 1.75 -0.17
H 1.84 -1.09 -1.52
H -2.39 0.14 -0.08
H -1.45 -1.26 0.47
H -0.80 1.87 -0.87
H 0.98 -1.79 -0.18
H 1.75 0.06 1.06
H -2.18 -0.17 1.67
```

Output
LUMO = 0.00031 Eh

=====

Quick ranking, most stable first: one, two.

=====

one.
This record from the OMol25 dataset describes C4H8O2 as an isolated structure. The level of theory is ωB97M-V with the def2-TZVPD basis set.

```
14
C4H8O2 ωB97M-V with the def2-TZVPD basis set
O 1.74 -0.69 0.02
O -0.82 1.43 0.71
C 1.59 0.75 0.03
C 0.33 -0.85 0.04
C -0.33 -0.18 -1.14
C 0.07 0.62 0.05
H -1.40 -0.32 -1.22
H -2.43 -1.51 0.35
H -2.25 -1.13 0.95
H -0.71 1.29 1.66
H -0.07 -1.71 0.57
H 2.04 1.20 -0.86
H 0.20 -0.09 -2.09
H 2.03 1.20 0.93
```

Output
LUMO = 0.03097 Eh

=====

two.
This record from the OMol25 dataset describes one molecule with the formula C4H8O2. The level of theory is ωB97M-V with the def2-TZVPD basis set.

```
14
C4H8O2 ωB97M-V with the def2-TZVPD basis set
O 0.51 1.03 1.84
O -0.20 -2.42 0.15
C -0.32 -0.23 -1.58
C 0.40 -0.13 -0.24
C -0.21 0.98 0.63
C 0.37 -1.43 0.53
H 0.04 1.61 2.45
H 1.46 0.13 -0.39
H -1.27 0.75 0.80
H -1.40 -0.35 -1.43
H 0.02 -1.11 -2.14
H -0.15 0.66 -2.19
H -0.16 1.93 0.09
H 0.93 -1.42 1.49
```

Output
SMILES = C[C@H](C=O)CO
LUMO = 0.02611 Eh

=====

Quick ranking, most stable first: two, one.

=====

one.
This record from the OMol25 dataset describes one molecule with the formula C4H8O2. The level of theory is ωB97M-V with the def2-TZVPD basis set.

```
14
C4H8O2 ωB97M-V with the def2-TZVPD basis set
O 0.68 -0.94 -1.38
O -1.06 -1.59 1.12
C 0.12 -0.10 -0.41
C 0.36 1.36 -0.64
C -1.20 -0.58 0.13
C 1.08 0.64 0.47
H 0.85 -1.79 -0.94
H 0.93 1.63 -1.52
H -1.74 -1.06 -0.69
H -0.43 2.06 -0.36
H -1.82 0.25 0.50
H 2.14 0.42 0.32
H -0.73 -1.16 1.92
H 0.82 0.86 1.51
```

Output
SMILES = OCC1(O)CC1
LUMO = 0.03012 Eh

=====

two.
This record from the OMol25 dataset describes C4H8O2 as an isolated structure. The level of theory is ωB97M-V with the def2-TZVPD basis set.

```
14
C4H8O2 ωB97M-V with the def2-TZVPD basis set
O -0.51 1.26 -0.54
O 0.35 -0.68 0.71
C -1.50 0.29 -0.25
C 0.65 1.25 0.25
C -0.70 -1.01 -0.12
C 1.68 -0.40 0.15
H -2.23 0.28 -1.06
H 1.75 -0.67 -0.92
H -2.02 0.51 0.70
H -1.24 -1.79 0.41
H 1.34 1.87 -0.26
H 0.43 1.49 1.30
H -0.35 -1.35 -1.10
H 2.32 -1.20 0.65
```

Output
LUMO = 0.03957 Eh

=====

Quick ranking, most stable first: one, two.

=====

one.
This record from the OMol25 dataset describes one molecule with the formula C4H8O2. The level of theory is ωB97M-V with the def2-TZVPD basis set.

```
14
C4H8O2 ωB97M-V with the def2-TZVPD basis set
O 0.20 -3.10 0.80
O 0.72 -1.00 0.40
C 0.45 0.38 0.07
C -1.62 -1.75 0.06
C 1.74 1.25 0.00
C -0.19 -2.02 0.45
H -1.93 -2.55 -0.61
H 2.47 0.87 0.70
H -1.78 -0.78 -0.40
H -0.21 0.79 0.85
H -2.23 -1.82 0.96
H -0.06 0.42 -0.89
H 2.16 1.23 -1.00
H 1.49 2.28 0.27
```

Output
SMILES = CCOC(C)=O
LUMO = 0.03109 Eh

=====

two.
This record from the OMol25 dataset describes one molecule with the formula C4H8O2. The level of theory is ωB97M-V with the def2-TZVPD basis set.

```
14
C4H8O2 ωB97M-V with the def2-TZVPD basis set
O 0.73 -0.08 -0.69
O -3.28 0.54 -0.04
C 0.19 -0.37 0.58
C -1.27 -0.72 0.33
C -2.08 0.50 -0.05
C 2.04 0.41 -0.67
H 2.27 0.73 -1.69
H -1.74 -1.22 1.18
H 0.28 0.51 1.24
H 2.15 1.27 0.00
H 0.72 -1.20 1.07
H -1.48 1.39 -0.35
H -1.30 -1.41 -0.52
H 2.77 -0.36 -0.37
```

Output
SMILES = COCCC=O
LUMO = 0.03397 Eh

=====

Quick ranking, most stable first: one, two.

=====

one.
This record from the OMol25 dataset describes C4H8O2 as an isolated structure. The level of theory is ωB97M-V with the def2-TZVPD basis set.

```
14
C4H8O2 ωB97M-V with the def2-TZVPD basis set
O -1.65 -2.34 -1.61
O 1.68 -0.28 0.07
C -0.63 -1.88 -1.15
C -0.03 1.71 0.97
C 0.52 0.19 -0.46
C -0.61 -0.75 -0.13
H 0.12 1.00 1.78
H -0.48 -1.22 0.86
H 0.36 -2.28 -1.44
H 2.42 0.15 -0.37
H -1.58 -0.25 -0.16
H 0.29 1.37 -0.31
H -1.08 2.03 0.91
H 0.64 2.57 1.08
```

Output
LUMO = 0.02461 Eh

=====

two.
This record from the OMol25 dataset describes one molecule with the formula C4H8O2. The level of theory is ωB97M-V with the def2-TZVPD basis set.

```
14
C4H8O2 ωB97M-V with the def2-TZVPD basis set
O 1.48 1.43 0.16
O -0.98 1.57 -0.52
C -1.86 -0.31 0.57
C -0.71 0.53 0.05
C 0.78 0.22 0.27
C 1.38 -0.79 -0.73
H -1.59 -1.11 1.26
H 0.92 -0.18 1.29
H 0.84 2.05 -0.24
H -2.42 -0.73 -0.27
H 2.47 -0.69 -0.64
H 1.11 -1.83 -0.52
H 1.12 -0.53 -1.76
H -2.55 0.38 1.07
```

Output
SMILES = CC(=O)[C@@H](C)O
LUMO = 0.03076 Eh

=====

Quick ranking, most stable first: two, one.

=====

one.
This record from the OMol25 dataset describes one molecule with the formula C6H16N2O. The level of theory is ωB97M-V with the def2-TZVPD basis set.

```
25
C6H16N2O ωB97M-V with the def2-TZVPD basis set
O 0.72 0.67 -1.80
N 2.01 -1.17 -0.03
N -2.41 0.30 0.18
C -0.25 -1.87 -0.77
C 1.07 1.71 0.31
C -1.36 1.08 -0.43
C 0.28 0.63 -0.44
C 0.43 -0.80 0.09
C 0.09 -1.01 1.57
H -1.41 2.08 0.03
H -2.40 0.34 1.20
H -0.96 -1.30 1.72
H -1.33 -1.88 -0.65
H -1.61 1.24 -1.48
H 2.28 -0.94 -1.00
H 0.10 -2.87 -0.47
H 0.88 1.71 1.39
H 0.82 2.71 -0.07
H 2.57 -0.55 0.56
H -3.31 0.45 -0.27
H 0.67 1.58 -2.13
H 0.68 -1.84 1.98
H 0.30 -0.14 2.19
H 2.15 1.60 0.15
H -0.02 -1.75 -1.83
```

Output
SMILES = CC(C)(N)[C@@](C)(O)CN
LUMO = 0.02768 Eh

=====

two.
This record from the OMol25 dataset describes one molecule with the formula C6H16N2O. The level of theory is ωB97M-V with the def2-TZVPD basis set.

```
25
C6H16N2O ωB97M-V with the def2-TZVPD basis set
O 1.96 1.77 -1.51
N -0.15 1.26 -1.68
N 0.10 -0.94 -0.07
C 0.55 -2.33 -0.03
C 0.68 2.49 0.40
C -0.90 -0.65 0.96
C 1.00 1.41 -0.62
C 1.24 -0.01 0.00
C -2.21 -1.42 0.78
H 0.47 3.43 -0.12
H -0.50 0.30 -1.71
H -0.49 -0.84 1.97
H -0.16 2.25 1.06
H 2.05 -0.43 -0.60
H -2.60 -1.29 -0.23
H -1.12 0.41 0.92
H -2.95 -1.06 1.49
H 1.29 -2.49 -0.82
H -0.91 1.94 -1.60
H -0.28 -3.00 -0.21
H 1.57 2.64 1.02
H 0.82 1.56 -2.30
H -2.09 -2.49 0.96
H 1.61 0.10 1.03
H 1.02 -2.60 0.93
```

Output
SMILES = CCN(C)C[C@](C)([NH3+])[O-]
LUMO = 0.02795 Eh

=====

Quick ranking, most stable first: one, two.

=====

one.
This record from the OMol25 dataset describes C6H16N2O as an isolated structure. The level of theory is ωB97M-V with the def2-TZVPD basis set.

```
25
C6H16N2O ωB97M-V with the def2-TZVPD basis set
O -1.65 0.16 -1.33
N 1.31 -0.28 -0.03
N 0.84 1.59 -1.43
C 2.31 -0.49 1.02
C -1.94 -1.28 0.53
C 1.56 -1.05 -1.26
C 0.96 1.12 -0.25
C -2.05 1.21 0.80
C -1.38 0.06 0.06
H -1.71 2.18 0.41
H -3.13 1.20 0.67
H 2.41 -1.56 1.21
H 1.68 -2.10 -0.98
H -3.02 -1.34 0.33
H 0.90 1.67 0.70
H 2.00 0.01 1.93
H -0.99 0.75 -1.73
H 0.68 -0.94 -1.90
H 2.44 -0.69 -1.78
H 0.59 2.58 -1.42
H -1.79 -1.42 1.60
H -0.01 -0.36 0.26
H -1.84 1.17 1.88
H -1.46 -2.11 0.00
H 3.29 -0.10 0.72
```

Output
LUMO = 0.02167 Eh

=====

two.
This record from the OMol25 dataset describes one molecule with the formula C6H16N2O. The level of theory is ωB97M-V with the def2-TZVPD basis set.

```
25
C6H16N2O ωB97M-V with the def2-TZVPD basis set
O 1.35 1.62 -0.21
N 0.21 1.09 0.48
N 0.17 -1.09 -0.50
C -0.63 0.10 -0.26
C 0.96 -1.18 -1.72
C -1.14 0.80 -1.54
C 0.23 1.45 1.88
C -1.86 -0.27 0.59
C 1.07 -1.40 0.85
H -1.60 -0.71 1.55
H 0.33 2.53 1.97
H -1.77 1.66 -1.29
H 1.91 -0.78 1.18
H 1.45 -2.16 -1.76
H 1.10 1.01 2.37
H -0.33 1.16 -2.18
H -2.49 0.61 0.79
H 0.35 -1.10 -2.62
H 1.76 -0.43 -1.80
H -2.47 -1.01 0.04
H 1.91 0.83 -0.32
H 0.36 -1.65 1.64
H 1.56 -2.34 0.58
H -0.67 1.16 2.41
H -1.75 0.11 -2.12
```

Output
SMILES = CN(C)C(C)(C)N(C)O
LUMO = 0.03397 Eh

=====

Quick ranking, most stable first: one, two.

=====

one.
This record from the OMol25 dataset describes a 2-piece molecular cluster, C4H8N2O4 overall. The level of theory is ωB97M-V with the def2-TZVPD basis set.

```
18
C4H8N2O4 ωB97M-V with the def2-TZVPD basis set
O -5.11 1.08 0.64
O -1.59 -1.13 -0.44
O -0.18 2.10 -0.57
O -4.73 -0.99 -0.30
N 0.89 -0.04 -0.04
N -1.37 0.23 -0.59
C -5.43 0.02 0.17
C -0.22 0.74 -0.31
C 2.05 0.45 0.07
C 3.26 -0.33 0.25
H -6.42 -0.32 -0.11
H 2.29 1.60 0.03
H -1.04 2.47 -0.53
H 3.49 -0.35 1.29
H -3.78 -0.93 -0.16
H -0.70 -1.48 -0.55
H 4.02 0.25 -0.06
H 3.10 -1.31 -0.12
```

Output
SMILES = C/C=N/C(O)=N\O.O=CO
LUMO = 0.00503 Eh

=====

two.
This record from the OMol25 dataset describes a 2-piece molecular cluster, C4H8N2O4 overall. The level of theory is ωB97M-V with the def2-TZVPD basis set.

```
18
C4H8N2O4 ωB97M-V with the def2-TZVPD basis set
O -1.49 1.44 -0.06
O 2.36 -1.17 1.30
O 1.64 1.37 -1.13
O 3.37 0.80 1.09
N -1.28 0.89 -1.37
N 0.86 -0.78 -0.87
C -2.26 -0.69 0.76
C -1.71 0.52 0.95
C 2.41 0.12 0.88
C 1.56 0.31 -0.55
H -3.04 -1.05 1.40
H -2.03 -1.27 -0.12
H -2.06 0.58 -1.95
H -0.07 -0.66 -1.27
H 1.24 -1.70 -0.71
H 3.22 -1.42 1.68
H -2.00 1.11 1.80
H -0.72 1.61 -1.83
```

Output
SMILES = NC(=O)C(=O)O.C=CON
LUMO = 0.01425 Eh

=====

Quick ranking, most stable first: one, two.

=====

one.
This record from the OMol25 dataset describes C6H9NO2 as an isolated structure. The level of theory is ωB97M-V with the def2-TZVPD basis set.

```
18
C6H9NO2 ωB97M-V with the def2-TZVPD basis set
O 1.34 -0.20 -1.19
O -2.99 1.26 0.23
N -0.03 -0.59 -1.32
C 1.40 0.48 -0.05
C -0.73 -0.38 -0.14
C -2.11 1.04 -0.54
C 2.75 1.00 0.39
C -1.58 -1.46 0.44
C 0.34 0.30 0.71
H -0.19 -1.39 -1.95
H 3.24 1.37 -0.49
H -2.01 1.30 -1.64
H -2.46 -1.79 -0.27
H 2.67 1.68 1.17
H -0.96 -2.39 0.70
H 0.05 0.59 1.74
H 3.24 0.15 0.77
H -1.98 -0.99 1.44
```

Output
LUMO = 0.03249 Eh

=====

two.
This record from the OMol25 dataset describes C6H9NO2 as an isolated structure. The level of theory is ωB97M-V with the def2-TZVPD basis set.

```
18
C6H9NO2 ωB97M-V with the def2-TZVPD basis set
O -2.19 1.36 0.95
O 0.56 -0.86 1.31
N -0.69 -0.26 1.33
C 0.97 0.41 -0.93
C 0.17 -0.96 -1.21
C 0.11 1.58 -0.19
C 1.14 -0.31 -2.20
C -0.99 0.94 0.73
C 0.74 -1.70 0.04
H -1.61 -0.55 2.03
H 1.88 -1.84 -0.10
H -0.88 -0.62 -1.21
H 2.09 -1.14 -2.00
H -0.55 2.33 -1.16
H 1.00 2.31 0.50
H 1.88 0.32 -0.23
H 0.41 -2.81 0.51
H 0.85 0.00 -3.11
```

Output
LUMO = 0.02718 Eh

=====

Quick ranking, most stable first: one, two.